[1]
{"formula": "C18H31IrO4", "method": "ωB97M-V/def2-TZVPD", "charge": 3, "de_lowest_kj_mol": 117.1, "molar_mass_g_mol": 503.7, "homo_ev": [-19.19, -19.96], "orbital_gap_ev": [7.6834, 7.5486], "spin_multiplicity": 2, "symbols": ["Ir", "C", "C", "O", "C", "C", "O", "C", "C", "O", "C", "C", "O", "H", "H", "H", "H", "H", "H", "H", "H", "H", "H", "H", "H", "H", "H", "H", "H", "C", "C", "C", "C", "C", "C", "C", "C", "C", "C", "H", "H", "H", "H", "H", "H", "H", "H", "H", "H", "H", "H", "H", "H", "H"], "positions_angstrom": [[0.1168, 0.2661, -0.2520], [-1.2280, 0.3835, 2.6193], [-2.0037, 1.2027, 1.6187], [-0.9861, 1.7788, 0.7575], [-1.3930, 2.7842, -0.2130], [-0.1054, 3.2754, -0.7995], [0.6797, 2.0844, -1.1769], [2.1243, 2.2571, -1.0378], [2.5103, 2.0877, 0.4114], [1.9505, 0.8115, 0.8271], [1.8664, 0.6018, 2.2681], [1.0216, -0.6227, 2.4843], [-0.2852, -0.4432, 1.8598], [-1.8784, -0.2672, 3.2010], [-0.6679, 1.0285, 3.2942], [-2.5657, 1.9950, 2.1119], [-2.6841, 0.5983, 1.0148], [-1.9512, 3.5817, 0.2760], [-2.0236, 2.3084, -0.9680], [0.4694, 3.8470, -0.0729], [-0.2697, 3.8754, -1.6919], [2.4179, 3.2310, -1.4268], [2.5757, 1.4878, -1.6599], [2.1357, 2.8741, 1.0684], [3.5971, 2.0525, 0.4888], [1.4488, 1.5002, 2.7254], [2.8663, 0.4351, 2.6705], [0.9081, -0.8600, 3.5417], [1.4692, -1.4736, 1.9836], [-0.0492, -0.8740, -1.8743], [0.8592, -1.6374, -1.0516], [0.0458, -2.3416, -0.1071], [-1.3178, -1.9289, -0.2667], [-1.4007, -1.0297, -1.3498], [-2.6511, -0.4969, -1.9607], [-2.4511, -2.4572, 0.5212], [0.5093, -3.3730, 0.8319], [2.3153, -1.8405, -1.3288], [0.2659, -0.3096, -3.2306], [-2.4581, 0.2980, -2.6770], [-3.3649, -0.1498, -1.2125], [-3.1442, -1.3113, -2.5023], [-2.6652, -3.4799, 0.1829], [-3.3601, -1.8744, 0.3921], [-2.2064, -2.5376, 1.5820], [0.3691, -4.3484, 0.3390], [-0.0843, -3.4077, 1.7461], [1.5705, -3.2979, 1.0612], [2.4399, -2.7086, -1.9832], [2.8812, -2.0461, -0.4207], [2.7551, -0.9865, -1.8368], [0.0531, -1.0537, -4.0039], [1.3192, -0.0519, -3.3219], [-0.3461, 0.5630, -3.4524]], "atomic_forces_ev_per_a": [[-0.963, -1.728, 2.298], [0.190, -0.051, -0.093], [0.048, -0.002, -0.059], [-0.182, 0.599, 0.118], [-0.202, -0.194, -0.013], [0.118, 0.004, 0.016], [0.091, -0.052, -0.485], [0.061, 0.090, 0.104], [0.151, -0.138, -0.031], [-0.144, 0.206, 0.007], [0.162, 0.140, -0.012], [-0.147, 0.244, -0.007], [0.083, -0.063, 0.920], [-0.029, -0.031, 0.004], [-0.007, 0.038, 0.012], [0.021, 0.052, 0.013], [0.007, 0.010, -0.022], [0.064, 0.049, 0.057], [-0.060, -0.002, 0.043], [-0.003, -0.005, 0.024], [0.028, -0.021, -0.075], [-0.064, 0.056, 0.005], [-0.035, -0.037, -0.029], [-0.077, 0.031, -0.055], [0.038, -0.040, 0.100], [-0.043, 0.011, 0.024], [0.064, 0.040, -0.072], [-0.041, 0.068, 0.034], [0.032, -0.009, 0.053], [0.127, -0.331, -2.485], [0.353, 0.316, -0.452], [0.698, 0.213, 0.019], [-0.404, 0.067, 0.204], [0.211, 1.029, -0.313], [-0.071, -0.195, -0.015], [0.087, 0.118, 0.131], [-0.089, -0.092, 0.088], [-0.121, -0.355, 0.083], [-0.046, -0.243, -0.031], [0.020, 0.002, 0.017], [0.018, 0.019, -0.007], [-0.004, 0.042, -0.032], [0.017, 0.025, -0.046], [-0.013, -0.017, -0.030], [0.001, -0.005, -0.024], [-0.013, 0.048, -0.024], [0.032, -0.003, -0.017], [0.003, -0.078, -0.070], [-0.001, 0.018, -0.008], [0.005, 0.079, 0.008], [-0.006, 0.023, 0.010], [-0.006, -0.042, 0.073], [-0.014, 0.059, 0.011], [0.054, 0.037, 0.029]]}

=====

[2]
{"formula": "C18H31O3Si", "method": "ωB97M-V/def2-TZVPD", "charge": 1, "de_lowest_kj_mol": 0.0, "molar_mass_g_mol": 323.5, "homo_ev": -11.57, "orbital_gap_ev": 6.0382, "spin_multiplicity": 1, "symbols": ["C", "O", "C", "C", "C", "C", "C", "C", "C", "C", "H", "H", "H", "H", "H", "H", "H", "H", "H", "H", "H", "C", "C", "C", "C", "O", "C", "C", "O", "Si", "C", "C", "C", "H", "H", "H", "H", "H", "H", "H", "H", "H", "H", "H", "H", "H", "H", "H", "H", "H", "H", "H", "H"], "positions_angstrom": [[-4.2596, -1.0656, -2.1948], [-4.0064, -0.1300, -1.1740], [-3.2314, 0.8929, -1.6030], [-2.8668, 1.9621, -0.7770], [-2.0684, 3.0269, -1.2510], [-1.7360, 4.0679, -0.4204], [-2.1776, 4.0974, 0.9051], [-1.8135, 5.2304, 1.8004], [-2.9656, 3.0465, 1.3786], [-3.3054, 1.9995, 0.5616], [-4.8803, -1.8644, -1.7883], [-4.7857, -0.5833, -3.0186], [-3.3225, -1.4879, -2.5560], [-2.8883, 0.8798, -2.6264], [-1.7304, 3.0075, -2.2727], [-1.1284, 4.8780, -0.7869], [-2.2408, 5.0978, 2.7953], [-0.7312, 5.3085, 1.9139], [-2.1835, 6.1781, 1.4062], [-3.3077, 3.0657, 2.3995], [-3.9118, 1.1858, 0.9199], [5.9895, 1.5506, -0.8337], [4.4740, 1.4260, -0.7527], [3.9983, -0.0274, -0.6982], [2.4844, -0.1676, -0.6154], [2.0556, -1.5300, -0.6553], [0.6437, -1.6498, -0.5309], [-0.1352, -1.6586, -1.6397], [0.0360, -1.7384, 0.7114], [0.0501, -3.2569, 1.4332], [-0.7526, -3.1328, 3.1208], [-0.9070, -4.4545, 0.3567], [1.8260, -3.8201, 1.5989], [6.3146, 2.5927, -0.8739], [6.4739, 1.0925, 0.0312], [6.3828, 1.0537, -1.7230], [4.0968, 1.9652, 0.1264], [4.0070, 1.9263, -1.6117], [4.3580, -0.5712, -1.5792], [4.4531, -0.5413, 0.1557], [2.0919, 0.2825, 0.3041], [2.0021, 0.3482, -1.4527], [-1.1969, -1.7102, -1.5414], [0.2932, -1.6036, -2.6169], [-0.7835, -4.1068, 3.6004], [-0.1888, -2.4498, 3.7488], [-1.7669, -2.7571, 3.0242], [-0.9387, -5.4388, 0.8140], [-1.9234, -4.0995, 0.2177], [-0.4324, -4.5366, -0.6160], [1.8677, -4.8105, 2.0433], [2.2920, -3.8467, 0.6183], [2.3756, -3.1227, 2.2243]], "atomic_forces_ev_per_a": [[-0.484, -1.357, -1.131], [2.250, 3.405, -0.420], [-1.238, -1.214, 1.654], [-0.329, -0.398, 0.254], [0.029, -0.034, -0.142], [0.009, -0.173, -0.326], [0.029, 0.048, 0.029], [-0.124, 0.025, 0.378], [-0.167, -0.304, -0.034], [-0.092, -0.011, 0.271], [0.111, 0.225, 0.073], [-0.055, -0.061, 0.036], [-0.020, -0.060, 0.028], [-0.023, -0.249, -0.335], [0.138, 0.071, -0.233], [0.107, 0.114, -0.111], [0.036, 0.005, -0.090], [0.022, 0.029, -0.124], [0.077, -0.007, -0.106], [-0.065, -0.025, 0.160], [-0.118, -0.099, 0.186], [0.127, -0.013, -0.004], [-0.445, 0.078, 0.025], [-0.003, -0.560, 0.030], [-0.211, 0.691, 0.114], [-2.011, -0.658, 0.754], [-0.278, 0.388, -1.255], [1.286, 0.201, 1.252], [1.371, 0.449, -0.985], [0.245, -1.163, 0.675], [0.178, 0.388, -0.636], [0.260, 0.494, 0.141], [-0.539, 0.240, -0.149], [-0.106, -0.056, 0.008], [-0.063, -0.004, 0.004], [-0.061, -0.008, 0.000], [0.112, -0.092, -0.014], [0.117, -0.091, 0.013], [-0.087, 0.096, -0.027], [-0.059, 0.099, 0.031], [0.182, 0.094, 0.041], [0.096, 0.104, -0.085], [-0.461, -0.235, 0.165], [0.269, 0.054, -0.334], [0.014, -0.135, 0.021], [0.044, 0.087, 0.195], [-0.221, 0.037, 0.107], [-0.013, -0.141, 0.080], [-0.261, -0.024, -0.066], [0.019, -0.098, -0.198], [0.050, -0.141, 0.072], [0.183, -0.060, -0.090], [0.175, 0.054, 0.096]]}

=====

[3]
{"formula": "C18H32BO2PtSi", "method": "ωB97M-V/def2-TZVPD", "charge": 1, "molar_mass_g_mol": 514.4, "homo_ev": -10.74, "orbital_gap_ev": 2.6193, "spin_multiplicity": 1, "symbols": ["C", "Si", "C", "C", "C", "C", "C", "C", "C", "C", "C", "B", "O", "C", "C", "O", "C", "C", "C", "C", "C", "C", "H", "H", "H", "H", "H", "H", "H", "H", "H", "H", "H", "H", "H", "H", "H", "H", "H", "H", "H", "H", "H", "H", "H", "H", "H", "H", "H", "H", "H", "H", "H", "H", "Pt"], "positions_angstrom": [[0.3568, 4.3632, 1.4844], [-0.9829, 3.2212, 0.7014], [-2.3320, 3.0218, 2.0244], [-0.1187, 1.5646, 0.3075], [-0.9202, 0.3176, 0.9202], [-0.3795, -1.0360, 0.3360], [-0.4602, -2.2706, 1.3110], [-1.0463, -3.5786, 0.6041], [0.0538, -4.6223, 0.1715], [0.5535, -4.4720, -1.3084], [1.5603, -3.2943, -1.5667], [2.9247, -3.3507, -0.6110], [3.4331, -4.6224, -0.2345], [3.8297, -4.4711, 1.1503], [3.6214, -2.9550, 1.5544], [2.8546, -2.3847, 0.4499], [-1.5713, 4.1580, -0.8632], [-0.8066, 4.0904, -2.1142], [-1.3066, 4.8738, -3.2443], [-2.5265, 5.6697, -3.1129], [-3.2752, 5.7302, -1.8715], [-2.7935, 4.9522, -0.7160], [0.7160, 3.9986, 2.4764], [-0.0624, 5.4095, 1.5303], [1.1836, 4.4279, 0.7162], [-1.8038, 2.7834, 2.9922], [-2.8329, 4.0150, 2.1997], [-3.0846, 2.2202, 1.8298], [0.8641, 1.5683, 0.8665], [0.1399, 1.4185, -0.8059], [-2.0125, 0.4749, 0.7092], [-0.7959, 0.2994, 2.0380], [-1.0312, -1.2689, -0.5872], [0.6886, -0.9216, 0.0303], [0.5345, -2.5439, 1.7651], [-1.1327, -2.0635, 2.1921], [-1.6639, -4.0861, 1.4001], [-1.7756, -3.3270, -0.2135], [0.8605, -4.6213, 0.9485], [-0.4321, -5.6394, 0.2366], [-0.3447, -4.2677, -1.9665], [0.9574, -5.4575, -1.6671], [1.0923, -2.2701, -1.5253], [1.9128, -3.4028, -2.6332], [3.7909, -2.8586, -1.3195], [4.9115, -4.7722, 1.2012], [3.2196, -5.1070, 1.8389], [4.6188, -2.4517, 1.6123], [3.0359, -2.7920, 2.4999], [0.1236, 3.4802, -2.1770], [-0.7340, 4.8621, -4.2034], [-2.8746, 6.2610, -3.9962], [-4.1909, 6.3440, -1.7421], [-3.3392, 5.0067, 0.2567], [-1.2069, 0.3762, -1.8755]], "atomic_forces_ev_per_a": [[-0.213, 0.221, -0.951], [0.536, 1.264, 0.257], [0.038, 0.026, 0.474], [-0.207, -1.048, 1.195], [0.503, 0.377, 0.001], [0.103, 0.208, 0.721], [-0.981, -0.652, -0.335], [0.212, -0.156, 1.286], [-1.199, -0.288, -0.528], [0.332, -0.393, 1.058], [-1.375, 0.037, -3.587], [-0.530, -0.732, 3.307], [-0.567, 2.077, 0.583], [0.543, -0.070, 1.099], [0.134, -0.280, 0.022], [1.125, -1.657, -0.569], [-0.732, 0.095, -0.523], [-2.521, 1.690, 0.058], [-0.556, -0.242, 1.642], [0.572, -0.681, 1.004], [1.883, -1.508, 0.585], [1.109, 0.401, -2.636], [-0.128, 0.456, -0.800], [0.416, -1.050, 0.296], [-0.532, -0.138, 1.011], [-0.521, 0.114, -0.891], [0.334, -1.038, -0.229], [0.445, 0.782, 0.164], [-0.690, 0.031, -0.982], [-0.102, 0.097, 0.576], [0.895, -0.539, 0.292], [-0.107, 0.198, -0.974], [0.529, 0.069, 0.262], [-0.901, 0.126, 0.128], [-0.762, 0.535, -0.620], [0.597, 0.131, -0.995], [0.569, 0.393, -0.862], [0.855, -0.188, 0.592], [-0.364, 0.004, -0.836], [0.588, 0.939, -0.070], [0.922, 0.111, 0.516], [-0.090, 1.078, 0.349], [0.791, -0.893, 0.477], [-0.389, 0.151, 1.042], [-0.056, 0.525, -1.351], [-1.117, 0.212, 0.141], [0.472, 0.111, -0.928], [-0.994, -0.046, 0.006], [0.700, -0.269, -0.908], [-0.849, 0.627, -0.036], [-0.711, 0.095, 0.916], [0.357, -0.638, 0.949], [0.807, -0.473, -0.382], [0.569, -0.142, -1.049], [0.258, -0.061, 0.031]]}

=====

[4]
{"formula": "C18H32Cl10Mg2O8", "method": "ωB97M-V/def2-TZVPD", "de_lowest_kj_mol": 30.4, "molar_mass_g_mol": 779.6, "homo_ev": -10.06, "orbital_gap_ev": 10.1412, "spin_multiplicity": 1, "symbols": ["Mg", "Mg", "C", "C", "O", "O", "H", "H", "H", "C", "C", "O", "O", "H", "H", "H", "C", "C", "O", "O", "H", "H", "H", "C", "C", "O", "O", "H", "H", "H", "Cl", "C", "C", "Cl", "H", "H", "H", "H", "Cl", "C", "C", "Cl", "H", "H", "H", "H", "Cl", "C", "C", "Cl", "H", "H", "H", "H", "Cl", "C", "C", "Cl", "H", "H", "H", "H", "Cl", "C", "C", "Cl", "H", "H", "H", "H"], "positions_angstrom": [[1.8293, -1.9732, 0.6559], [-1.4804, -2.6188, 0.5522], [0.5289, -4.8278, 3.5234], [0.2882, -3.6434, 2.6283], [1.2895, -2.9724, 2.2788], [-0.8944, -3.4367, 2.2336], [1.1340, -4.5497, 4.3829], [1.0569, -5.5828, 2.9376], [-0.3976, -5.2862, 3.8627], [-0.7968, 1.0053, -0.3315], [-1.0125, -0.4538, -0.1233], [-2.1006, -1.0115, -0.4450], [-0.0715, -1.1474, 0.3921], [-1.6290, 1.5027, -0.8164], [0.1233, 1.1355, -0.9112], [-0.5610, 1.4484, 0.6398], [0.6581, -5.0203, -2.2424], [0.4981, -4.0389, -1.1121], [-0.6469, -3.8994, -0.6016], [1.5178, -3.4273, -0.7028], [1.5600, -4.7782, -2.7958], [-0.1860, -4.9261, -2.9275], [0.6587, -6.0308, -1.8419], [4.9529, 0.1750, 1.3154], [3.7824, -0.6988, 1.0084], [3.8841, -1.9492, 0.8049], [2.6126, -0.1684, 0.9128], [5.3393, 0.5011, 0.3481], [5.7235, -0.3834, 1.8363], [4.5757, 1.0255, 1.8732], [-0.9264, 2.1258, -4.9570], [0.1192, 0.8040, -4.3069], [-0.3234, -0.5371, -4.8343], [-1.5469, -1.2768, -3.7520], [-0.0365, 0.8622, -3.2351], [1.1421, 1.0421, -4.5758], [0.5153, -1.2257, -4.8997], [-0.7935, -0.4449, -5.8076], [0.2657, 3.6949, 1.8929], [1.2407, 3.2514, 3.3012], [1.7432, 1.8443, 3.2109], [0.4501, 0.6269, 3.3548], [0.6484, 3.4125, 4.2004], [2.1035, 3.9145, 3.3667], [2.4866, 1.6299, 3.9723], [2.1804, 1.6883, 2.2240], [4.1157, 3.5808, 1.1683], [3.0759, 4.2885, -0.0962], [2.4763, 3.2091, -0.9457], [3.6606, 2.4500, -2.0305], [3.6654, 4.9829, -0.6882], [2.2797, 4.8377, 0.4028], [1.6440, 3.5937, -1.5354], [2.0719, 2.4245, -0.3027], [-6.3286, 0.4748, -4.2790], [-4.6741, 0.1364, -3.7426], [-4.3208, 0.8255, -2.4575], [-4.4307, 2.5853, -2.5642], [-3.9787, 0.3638, -4.5483], [-4.5890, -0.9405, -3.5934], [-3.2947, 0.6048, -2.1759], [-4.9752, 0.4952, -1.6536], [-3.1310, -0.7364, 2.6870], [-3.7729, 0.8029, 3.2741], [-3.2013, 1.9999, 2.5594], [-3.5975, 1.9884, 0.8277], [-3.5253, 0.8735, 4.3333], [-4.8599, 0.8237, 3.2059], [-2.1233, 2.0736, 2.6963], [-3.6919, 2.8809, 2.9687]], "atomic_forces_ev_per_a": [[-0.436, -0.529, 0.069], [0.754, -0.629, 0.351], [-0.239, -0.259, 0.170], [0.398, -0.028, -0.157], [-0.306, -0.107, 0.124], [-0.635, 0.214, -0.058], [0.144, 0.002, -0.081], [0.183, 0.113, 0.057], [-0.071, 0.187, -0.013], [0.659, 0.048, -0.164], [0.234, 0.381, -0.534], [-0.012, 0.024, 0.405], [-0.460, 0.163, -0.078], [0.053, -0.062, 0.063], [-0.061, -0.095, -0.034], [-0.247, 0.008, -0.062], [-0.278, 0.505, -0.316], [0.407, 0.206, 0.341], [-0.465, -0.307, -0.416], [-0.137, 0.115, -0.266], [0.196, -0.316, 0.130], [-0.077, -0.082, 0.149], [0.175, -0.078, -0.038], [-0.221, -0.304, -0.161], [-0.848, -0.885, -0.398], [0.274, 0.920, 0.221], [0.782, 0.386, 0.054], [0.093, 0.205, 0.099], [0.043, 0.040, 0.074], [0.329, 0.085, 0.033], [0.125, -0.150, 0.057], [-0.567, 0.473, -0.018], [-0.058, -0.157, -0.029], [0.132, -0.047, -0.030], [0.351, -0.104, 0.082], [0.064, -0.013, -0.017], [-0.021, -0.053, 0.094], [0.093, -0.001, -0.081], [-0.245, 0.196, -0.128], [0.315, 0.095, 0.933], [0.089, -0.242, -0.709], [-0.191, 0.012, 0.130], [-0.170, -0.017, -0.119], [-0.072, 0.070, -0.269], [-0.009, 0.073, 0.136], [0.102, -0.184, 0.173], [0.143, 0.260, 0.021], [-0.092, 0.274, -0.115], [-0.549, -0.405, 0.291], [0.028, -0.035, -0.109], [0.144, -0.029, 0.055], [0.058, -0.060, 0.036], [0.191, 0.129, -0.161], [0.130, -0.034, -0.079], [-0.159, 0.027, -0.063], [0.457, -0.508, -0.189], [0.032, -0.206, 0.250], [-0.030, 0.475, -0.051], [-0.135, 0.348, 0.006], [-0.146, 0.015, 0.112], [0.002, -0.231, -0.072], [-0.028, 0.077, 0.012], [0.026, -0.324, 0.089], [-0.257, 0.584, 0.361], [-0.106, -0.003, 0.171], [-0.199, 0.124, 0.057], [0.141, -0.067, -0.039], [0.053, -0.359, -0.235], [-0.023, -0.012, -0.189], [0.153, 0.092, 0.069]]}

=====

Q: Number 2 is which compound?
A: C18H31O3Si